Entry from OMol25: 3 unconnected molecules or ions with the total composition C8H18BrCl4OP (wB97M-V/def2-TZVPD).

Atoms and positions in Å:
C1 2.323 1.602 0.482
C2 1.704 0.208 0.546
C3 0.344 0.172 1.236
O1 -0.515 1.173 0.712
C4 -1.722 0.743 0.123
P1 -3.149 1.610 0.942
Br1 -3.528 3.231 -0.547
H1 3.049 1.663 -0.327
H2 2.821 1.871 1.415
H3 1.559 2.346 0.271
H4 1.585 -0.186 -0.466
H5 2.364 -0.471 1.093
H6 0.469 0.344 2.311
H7 -0.092 -0.819 1.091
H8 -1.715 0.969 -0.946
H9 -1.878 -0.333 0.250
H10 -4.118 0.706 0.441
Cl1 3.870 2.976 -2.641
C5 2.962 1.925 -3.760
C6 1.557 2.418 -3.993
Cl2 0.545 2.267 -2.533
H11 2.959 0.923 -3.338
H12 3.508 1.915 -4.702
H13 1.089 1.818 -4.772
H14 1.550 3.463 -4.293
Cl3 -1.726 -4.751 0.747
C7 -1.821 -4.719 2.527
C8 -2.650 -3.563 3.026
Cl4 -1.860 -1.997 2.695
H15 -0.804 -4.668 2.908
H16 -2.276 -5.656 2.842
H17 -2.774 -3.639 4.105
H18 -3.627 -3.544 2.553

Atomic forces in eV per Å
-0.03 -0.02 -0.01
-0.08 0.12 0.01
0.37 -0.02 -0.08
-0.16 0.00 -0.06
0.09 0.09 0.04
0.10 -0.19 0.11
-0.06 0.08 -0.05
0.09 -0.01 0.11
-0.03 0.00 0.04
0.00 0.03 0.01
0.00 -0.01 -0.01
0.01 -0.10 -0.11
-0.09 0.04 0.00
-0.04 0.02 0.08
-0.03 -0.06 -0.04
0.00 -0.02 0.04
-0.03 0.08 -0.09
0.03 0.04 -0.07
0.01 -0.04 0.00
-0.02 0.00 -0.02
0.00 0.00 -0.02
0.00 0.01 0.02
-0.01 0.02 0.00
0.00 0.00 0.00
0.00 0.01 0.02
0.00 0.00 0.00
0.00 -0.02 0.02
-0.04 0.00 0.00
-0.09 -0.04 0.10
0.00 0.01 -0.01
-0.01 0.00 -0.01
0.02 0.01 0.00
0.01 0.01 -0.02

2S+1: 1
Largest force on an atom, hartree/bohr: 0.007
HOMO energy, eV: -9.047
Frontier orbital gap, eV: 9.7



Entry from OMol25: a gas-phase ion, HO5S2 (charge -1) in a non-equilibrium geometry (wB97M-V/def2-TZVPD).

Atoms and positions in Å:
O1 -3.172 -0.529 0.812
O2 -1.060 -1.216 -0.705
O3 1.338 -0.312 0.003
O4 0.642 -2.794 -0.097
O5 -1.614 1.150 0.011
S1 0.082 -1.526 0.321
S2 -2.452 -0.012 -0.353
H1 0.927 0.517 0.241

Atomic forces in eV per Å
0.28 -0.27 -0.47
0.87 -0.38 -0.09
-0.79 -1.93 -0.43
0.66 0.13 -0.27
-0.39 -0.39 -0.34
-0.17 0.92 0.60
0.07 1.33 0.90
-0.53 0.58 0.11

2S+1: 1
Largest force on an atom, hartree/bohr: 0.041
Charge: -1
HOMO energy, eV: -5.315
ΔE to the lowest compared entry with this formula, charge and spin, kcal/mol: 3.2
Frontier orbital gap, eV: 9.1



Entry from OMol25: a single C3H4I2O molecule in a non-equilibrium geometry (wB97M-V/def2-TZVPD).

Atoms and positions in Å:
C1 -0.336 0.869 -0.352
C2 -0.577 -0.694 -0.570
C3 0.838 -0.291 0.944
O1 0.178 0.947 0.965
I1 -2.487 -1.201 0.206
I2 2.677 -0.240 -0.034
H1 0.393 1.027 -1.040
H2 -1.164 1.569 -0.501
H3 -0.286 -1.184 -1.506
H4 0.764 -0.801 1.888

Atomic forces in eV per Å
-2.38 -2.42 0.02
-3.92 2.00 -1.96
2.02 2.64 3.51
0.80 -2.22 -0.17
0.79 -0.26 -0.34
0.22 -0.34 0.09
2.39 1.26 -2.01
-0.09 -0.50 0.19
-0.10 0.16 0.45
0.29 -0.31 0.21

2S+1: 3
Largest force on an atom, hartree/bohr: 0.094
HOMO energy (alpha / beta), eV: -6.616 / -9.676
⟨S²⟩: 2.011
ΔE to the lowest compared entry with this formula, charge and spin, kcal/mol: 58.8
Frontier orbital gap (alpha / beta), eV: 7.0 / 7.3



Entry from OMol25: a molecular structure, C21H32AsBaClN3S2Si2 in a non-equilibrium geometry (wB97M-V/def2-TZVPD).

Atoms and positions in Å:
Ba1 0.906 -0.697 0.629
C1 -3.208 1.765 4.203
S1 -3.491 0.002 3.912
C2 -2.117 -0.331 2.786
S2 -0.541 0.052 3.319
N1 -2.564 -0.888 1.693
N2 -1.639 -1.161 0.703
C3 -2.135 -1.844 -0.253
C4 -1.379 -2.218 -1.459
C5 -2.012 -2.966 -2.440
C6 -1.293 -3.365 -3.553
C7 0.035 -2.996 -3.663
C8 0.582 -2.219 -2.656
N3 -0.099 -1.838 -1.579
H1 -3.780 2.044 5.088
H2 -3.542 2.349 3.348
H3 -2.148 1.932 4.384
H4 -3.172 -2.168 -0.179
H5 -3.051 -3.238 -2.312
H6 -1.762 -3.964 -4.324
H7 0.641 -3.303 -4.503
H8 1.614 -1.893 -2.708
C9 4.274 2.362 0.639
Si1 2.748 3.272 0.006
C10 3.387 4.663 -1.092
C11 1.989 4.101 1.516
As1 1.456 1.807 -1.221
Si2 -0.589 2.853 -0.999
C12 -1.391 2.908 0.705
C13 -1.820 1.915 -2.075
C14 -0.552 4.643 -1.595
H9 4.993 3.053 1.090
H10 4.774 1.833 -0.178
H11 4.001 1.621 1.396
H12 4.066 5.344 -0.565
H13 2.549 5.246 -1.483
H14 3.915 4.237 -1.949
H15 2.731 4.728 2.021
H16 1.625 3.356 2.229
H17 1.142 4.735 1.240
H18 -1.640 1.898 1.049
H19 -2.317 3.493 0.674
H20 -0.731 3.350 1.454
H21 -1.975 0.909 -1.668
H22 -1.457 1.807 -3.101
H23 -2.792 2.418 -2.099
H24 0.045 5.252 -0.907
H25 -1.559 5.071 -1.636
H26 -0.096 4.719 -2.585
Cl1 2.739 -4.312 -1.190
C15 1.287 -4.649 -0.259
C16 0.334 -5.473 -0.829
C17 -0.855 -5.741 -0.162
C18 -1.056 -5.150 1.088
C19 -0.098 -4.338 1.657
C20 1.146 -4.045 1.019
C21 2.095 -3.163 1.599
H27 0.526 -5.906 -1.803
H28 -1.599 -6.392 -0.603
H29 -1.981 -5.332 1.625
H30 -0.284 -3.878 2.622
H31 3.123 -3.238 1.256
H32 2.003 -3.031 2.677

Atomic forces in eV per Å
1.23 -0.01 0.90
0.07 -0.11 0.06
0.03 0.02 -0.12
-0.12 -0.08 -0.13
0.00 -0.03 -0.25
-0.22 0.14 0.14
-0.73 -0.15 0.20
-0.11 -0.05 -0.10
0.01 -0.05 0.07
-0.10 -0.08 -0.05
-0.02 0.00 -0.03
-0.06 -0.02 0.00
0.03 0.12 0.10
-0.29 -0.25 -0.33
-0.01 -0.01 -0.01
0.03 0.02 0.01
-0.03 0.02 0.03
-0.01 -0.02 -0.06
0.01 -0.04 -0.01
-0.01 0.00 0.02
0.01 0.03 -0.01
-0.02 0.02 0.00
0.04 -0.14 0.00
0.11 0.06 -0.12
0.02 0.11 -0.06
-0.18 -0.05 0.06
0.13 0.34 -0.19
-0.10 0.09 -0.09
0.07 -0.13 0.11
-0.02 -0.11 -0.09
0.06 0.09 -0.02
-0.02 -0.01 -0.01
0.00 0.02 0.04
0.03 0.02 -0.01
-0.03 -0.04 0.00
0.04 -0.01 0.00
0.00 0.03 0.01
0.01 -0.02 -0.03
0.00 0.05 0.00
0.04 0.00 0.04
-0.01 0.08 0.01
0.02 -0.03 -0.03
-0.05 -0.01 0.01
-0.01 0.04 -0.03
-0.01 0.01 0.03
0.03 -0.01 0.01
-0.03 0.01 -0.05
0.03 -0.02 0.02
-0.02 -0.01 0.03
-0.01 -0.06 0.04
-0.17 0.01 0.00
0.04 0.04 0.01
-0.03 0.03 0.02
0.07 0.04 -0.02
-0.07 0.04 -0.15
0.20 0.18 0.08
0.18 -0.21 0.02
0.03 0.02 0.00
0.01 0.02 0.00
0.01 0.01 0.01
0.01 -0.04 0.01
-0.03 -0.01 -0.03
-0.06 0.06 -0.04

2S+1: 1
Largest force on an atom, hartree/bohr: 0.030
Charge: -1
HOMO energy, eV: -3.626
ΔE to the lowest compared entry with this formula, charge and spin, kcal/mol: 0.0
Frontier orbital gap, eV: 5.3



Entry from OMol25: 3 unconnected molecules or ions with the total composition C29H48F3N2O2P4 in a non-equilibrium geometry (wB97M-V/def2-TZVPD).

Atoms and positions in Å:
C1 1.774 -0.774 4.433
C2 0.255 -1.326 4.618
C3 0.424 -2.914 5.069
C4 -0.923 -0.920 3.635
N1 -1.040 -1.304 2.204
C5 -0.940 -2.832 1.967
P1 -2.306 -3.538 0.829
C6 -1.860 -5.158 -0.034
C7 -3.847 -3.947 1.949
C8 0.597 -3.197 1.583
C9 1.000 -4.796 1.683
C10 2.615 -5.017 2.054
O1 3.048 -5.086 3.328
F1 3.528 -5.172 0.860
N2 1.097 -2.530 0.284
C11 1.037 -1.039 0.551
P2 1.765 0.027 -0.912
C12 3.132 1.185 -0.186
C13 2.689 -1.094 -2.171
C14 -0.387 -0.481 1.125
P3 -1.572 -0.358 -0.429
C15 -1.164 -1.581 -1.797
C16 -1.500 1.364 -1.237
P4 -0.264 1.424 1.486
C17 -2.014 2.103 2.028
O2 0.745 1.791 2.837
H1 1.904 0.391 4.667
H2 2.350 -1.123 3.480
H3 2.384 -1.279 5.333
H4 -0.067 -0.831 5.667
H5 -0.612 -3.488 5.082
H6 0.819 -2.942 6.195
H7 1.214 -3.505 4.441
H8 -1.170 0.226 3.879
H9 -1.888 -1.449 4.125
H10 -2.081 -1.155 1.988
H11 -1.280 -3.293 3.016
H12 -2.837 -5.701 -0.434
H13 -1.311 -5.961 0.641
H14 -1.217 -4.896 -0.999
H15 -4.763 -4.341 1.333
H16 -3.437 -4.743 2.738
H17 -4.117 -2.990 2.609
H18 1.276 -2.685 2.423
H19 0.824 -5.402 0.697
H20 0.414 -5.287 2.596
H21 2.080 -2.841 0.081
H22 1.840 -0.840 1.411
H23 3.426 0.761 0.880
H24 4.107 1.190 -0.837
H25 2.709 2.288 -0.101
H26 3.730 -1.469 -1.750
H27 2.042 -1.996 -2.576
H28 2.959 -0.446 -3.133
H29 -0.328 -1.165 -2.537
H30 -2.135 -1.705 -2.481
H31 -0.844 -2.660 -1.492
H32 -0.435 1.831 -1.362
H33 -2.216 2.177 -0.748
H34 -1.921 1.229 -2.346
H35 -2.732 1.157 1.910
H36 -2.032 2.427 3.161
H37 -2.423 2.920 1.296
H38 0.189 2.344 3.481
F2 3.600 1.915 -3.388
C18 3.370 2.187 -4.680
C19 2.243 1.660 -5.300
C20 2.001 1.947 -6.643
C21 2.895 2.750 -7.355
C22 4.027 3.270 -6.725
C23 4.263 2.992 -5.379
H39 1.564 1.031 -4.734
H40 1.118 1.546 -7.135
H41 2.708 2.970 -8.404
H42 4.724 3.892 -7.282
H43 5.132 3.396 -4.871
F3 -1.334 4.098 -2.174
C24 -2.242 4.995 -1.765
C25 -1.828 6.098 -1.026
C26 -2.772 7.034 -0.604
C27 -4.121 6.851 -0.917
C28 -4.527 5.738 -1.655
C29 -3.582 4.808 -2.086
H44 -0.777 6.219 -0.786
H45 -2.458 7.904 -0.033
H46 -4.858 7.580 -0.584
H47 -5.578 5.595 -1.893
H48 -3.878 3.941 -2.668

Atomic forces in eV per Å
1.01 0.11 1.63
1.45 -0.40 2.16
-0.33 -0.23 0.59
-1.87 0.52 4.05
-1.93 -0.97 -1.64
0.83 -2.72 1.98
-1.93 0.80 -1.50
0.74 -1.65 -0.35
1.25 -0.35 2.00
2.25 0.27 1.19
0.55 -0.46 0.05
1.92 -0.26 5.89
-2.67 0.52 -9.82
-2.78 0.56 3.72
-1.53 -0.06 1.53
3.02 0.00 2.44
-0.21 0.84 -1.14
0.69 -0.23 1.02
1.27 -0.81 -0.63
1.61 0.85 -1.81
-1.97 -0.03 0.07
0.83 -0.61 -2.46
0.21 1.50 -1.57
1.01 1.58 -0.26
-1.06 -1.73 0.40
-2.61 0.30 0.38
-0.47 -2.63 -1.08
-1.30 0.89 1.59
-1.38 1.00 -1.99
0.35 -0.89 -2.58
2.09 1.13 -0.10
-0.86 0.20 -2.55
-1.59 1.14 1.05
0.76 -2.46 -1.44
2.12 1.02 -1.08
1.31 0.14 0.04
1.49 0.97 -1.99
1.86 1.51 0.99
-1.06 1.61 -1.51
-1.23 -0.61 2.21
1.99 0.87 1.19
-1.41 1.38 -1.60
0.39 -1.99 -1.70
-1.66 -1.11 -1.31
0.20 1.36 1.88
1.42 1.04 -2.03
-1.27 0.61 0.43
-1.57 -0.27 -1.31
-0.50 1.15 -2.02
-2.03 -0.08 1.10
0.85 -2.46 -0.12
-2.15 0.48 -0.90
1.27 1.81 1.12
-0.74 -1.12 2.30
-1.68 -0.84 1.66
1.87 0.46 1.73
-0.60 2.30 -0.23
-2.09 -1.02 0.29
1.52 -2.06 -0.83
0.79 0.00 2.38
1.15 2.16 0.33
0.00 -0.49 -2.31
1.13 -1.46 1.57
1.27 -1.19 -1.12
0.07 -0.08 0.46
-0.22 0.33 -1.37
0.04 -0.02 0.10
0.41 0.22 0.07
-0.05 -0.05 0.05
-0.32 -0.24 0.14
0.02 -0.04 0.11
0.04 0.08 0.00
0.16 0.05 0.12
0.04 -0.04 0.22
-0.12 -0.11 0.15
-0.09 -0.07 -0.02
0.23 -0.11 -0.16
-0.81 0.84 0.36
0.08 -0.06 0.02
-0.26 -0.34 -0.20
0.05 -0.01 0.01
0.34 0.15 0.16
0.06 -0.11 0.01
-0.08 -0.03 -0.08
-0.02 -0.18 -0.11
0.15 -0.15 -0.08
0.22 0.01 0.01
0.06 0.07 0.03

2S+1: 1
Largest force on an atom, hartree/bohr: 0.198
Charge: +1
HOMO energy, eV: -10.352
Frontier orbital gap, eV: 7.8